Entry 1:
Entry from the Open Molecules 2025 dataset: a molecular structure, CClO3Zr in a non-equilibrium geometry (the ωB97M-V functional and the def2-TZVPD basis).

```
6
Properties=species:S:1:pos:R:3:forces:R:3:lowdin_charge:R:1
Zr 2.5091 1.7414 -1.8163 -2.3 0.8 1.4 1.12
C -0.7141 -1.0516 0.3033 -3.1 7.6 3.1 -0.77
O 0.2694 -1.0700 1.1530 0.7 -2.6 -0.5 0.28
O -1.2499 0.0426 0.0566 1.1 -2.3 -2.8 0.07
O -1.2736 -2.0098 0.8729 1.1 -3.0 0.3 0.34
Cl 0.4590 2.3473 -0.5696 2.5 -0.5 -1.5 -0.04
```
Forces are in eV/Å.

Summary:
LUMO energy ... -0.2583 Eh
Energy ... -20965.2068 eV
HOMO-LUMO gap ... 5.56 eV
Charge ... +1
Strongest force on any atom ... 0.1698 hartree/bohr
Energy above the lowest of the compared OMol25 structures with the same formula, charge and spin ... 0.00 kJ/mol
Molecular weight ... 186.685 g mol⁻¹
Highest occupied orbital energy ... -12.591 eV

Entry 2:
Entry from the Open Molecules 2025 dataset: 2 unconnected molecules or ions with the total composition CClO4S in a non-equilibrium geometry (the ωB97M-V functional and the def2-TZVPD basis).

```
7
Properties=species:S:1:pos:R:3:forces:R:3:mulliken_spin:R:1
C 0.0237 0.8156 0.1837 -2.8 -1.6 1.5 0.51
O -0.4959 -1.8379 0.8348 -0.6 -0.5 0.2 0.03
O 0.7069 1.6477 -0.2016 1.8 1.9 -1.1 0.18
O 1.7562 -0.9002 0.6534 0.8 -1.0 0.3 0.08
O 0.3724 -1.1361 -1.3610 -0.1 -1.0 -0.8 0.07
S 0.4421 -1.0697 0.0764 0.8 2.1 -0.2 0.15
Cl -2.8054 2.4806 -0.1856 0.0 0.0 0.0 0.98
```
Forces are in eV/Å.

Summary:
Spin multiplicity ... 3
LUMO energy (alpha / beta) ... 0.1253 / -0.0357 Eh
Energy ... -32583.0578 eV
HOMO-LUMO gap (alpha / beta) ... 6.34 / 4.81 eV
Charge ... -1
Strongest force on any atom ... 0.0686 hartree/bohr
Molecular weight ... 143.527 g mol⁻¹
Highest occupied orbital energy (alpha / beta) ... -2.928 / -5.787 eV

Entry 3:
Entry from the Open Molecules 2025 dataset: a molecular structure, CF2O2S in a non-equilibrium geometry (the ωB97M-V functional and the def2-TZVPD basis).

```
6
Properties=species:S:1:pos:R:3:forces:R:3:lowdin_charge:R:1
C -0.7811 0.1745 0.2475 0.0 0.8 -0.7 -0.63
O -1.2474 1.1391 0.7374 -0.1 -1.2 -0.2 0.15
O 1.1778 -1.5375 -0.1604 0.5 -2.0 -0.7 -0.39
F -1.2222 -0.5210 -0.8176 0.0 0.6 1.1 0.09
F 1.1598 1.2004 -0.7025 -0.2 -2.5 2.3 -0.41
S 0.9132 -0.4556 0.6955 -0.2 4.2 -1.7 1.19
```
Forces are in eV/Å.

Summary:
LUMO energy ... -0.1053 Eh
Energy ... -21399.2602 eV
HOMO-LUMO gap ... 8.92 eV
Strongest force on any atom ... 0.0884 hartree/bohr
Energy above the lowest of the compared OMol25 structures with the same formula, charge and spin ... 209.14 kJ/mol
Molecular weight ... 114.072 g mol⁻¹
Highest occupied orbital energy ... -11.783 eV

Entry 4:
Entry from the Open Molecules 2025 dataset: a molecular structure, CF2O3S in a non-equilibrium geometry (the ωB97M-V functional and the def2-TZVPD basis).

```
7
Properties=species:S:1:pos:R:3:forces:R:3:lowdin_charge:R:1
C 0.5555 -0.0095 -0.8349 2.9 0.2 -3.4 -0.70
O -0.1972 0.9490 -0.4336 -1.3 1.6 1.0 -0.11
O 0.2465 -0.0432 1.8816 -0.2 0.3 -0.2 -0.32
O 0.5942 -1.0817 -0.4227 0.6 -3.1 0.3 0.19
F 1.3806 0.4102 -1.8559 -1.1 0.0 1.0 0.12
F -1.7885 -0.7509 0.5710 1.3 1.8 0.6 -0.29
S -0.7911 0.5260 1.0946 -2.1 -0.9 0.6 1.11
```
Forces are in eV/Å.

Summary:
LUMO energy ... -0.0023 Eh
Energy ... -23448.7044 eV
HOMO-LUMO gap ... 12.04 eV
Strongest force on any atom ... 0.0865 hartree/bohr
Energy above the lowest of the compared OMol25 structures with the same formula, charge and spin ... 124.22 kJ/mol
Molecular weight ... 130.071 g mol⁻¹
Highest occupied orbital energy ... -12.104 eV

Entry 5:
Entry from the Open Molecules 2025 dataset: CF2OS in the gas phase in a non-equilibrium geometry (the ωB97M-V functional and the def2-TZVPD basis).

```
5
Properties=species:S:1:pos:R:3:forces:R:3:lowdin_charge:R:1
C -0.3924 0.3670 -0.4038 2.3 -2.4 0.9 -0.46
O 1.3959 -0.8411 1.3728 0.3 0.0 1.2 -0.61
F -1.0571 0.4464 -1.5332 0.3 0.0 0.6 0.09
F -0.9987 0.9714 0.5919 0.3 -0.2 -0.8 0.10
S 1.0522 -0.9438 -0.0277 -3.1 2.6 -2.0 0.88
```
Forces are in eV/Å.

Summary:
LUMO energy (alpha / beta) ... -0.0150 / -0.0402 Eh
Energy ... -19351.4433 eV
HOMO-LUMO gap (alpha / beta) ... 8.71 / 7.64 eV
Strongest force on any atom ... 0.0880 hartree/bohr
Energy above the lowest of the compared OMol25 structures with the same formula, charge and spin ... 216.94 kJ/mol
Molecular weight ... 98.073 g mol⁻¹
Highest occupied orbital energy (alpha / beta) ... -9.119 / -8.737 eV

Entry 6:
Entry from the Open Molecules 2025 dataset: a molecular structure, CF3FeNO4S2 in a non-equilibrium geometry (the ωB97M-V functional and the def2-TZVPD basis).

```
12
Properties=species:S:1:pos:R:3:forces:R:3:mulliken_spin:R:1
N 0.7815 0.1935 1.2569 0.8 -2.6 -0.7 0.04
S 2.2316 -0.3763 0.6082 3.4 2.9 0.1 0.47
O 2.7728 0.8845 -0.1621 0.0 -1.5 0.9 0.13
O 3.0205 -1.5348 0.1019 -2.5 0.2 0.2 0.20
S -0.4910 0.6031 0.4462 -2.0 -1.0 0.5 0.05
O -0.0374 0.8910 -0.9723 -2.5 1.3 1.4 0.03
O -1.3020 1.1763 1.5328 1.0 1.1 -2.5 0.03
Fe 1.6780 1.0793 -1.7002 0.9 0.2 -0.4 3.05
C -1.8925 -0.5149 -0.1717 0.1 -1.1 0.3 0.00
F -2.2400 -1.3553 0.7915 -0.1 0.0 0.5 0.00
F -2.9476 0.2101 -0.5101 0.2 0.5 0.2 0.00
F -1.5739 -1.2565 -1.2211 0.6 0.0 -0.5 0.00
```
Forces are in eV/Å.

Summary:
Spin multiplicity ... 5
LUMO energy (alpha / beta) ... -0.0403 / -0.0899 Eh
Energy ... -74920.4822 eV
HOMO-LUMO gap (alpha / beta) ... 8.16 / 5.55 eV
Strongest force on any atom ... 0.0867 hartree/bohr
Energy above the lowest of the compared OMol25 structures with the same formula, charge and spin ... 0.00 kJ/mol
Molecular weight ... 266.987 g mol⁻¹
Highest occupied orbital energy (alpha / beta) ... -9.255 / -8.001 eV